A cluster of 6 separate species, C24H60O12 in total in a non-equilibrium geometry, computed with ωB97M-V/def2-TZVPD.

Element x y z (Å)
O 7.613 -7.168 12.026
O 8.775 -4.049 13.476
O 2.355 0.622 24.226
O 11.198 -4.862 26.863
O 3.918 -1.946 19.098
O 8.739 -4.494 18.244
O 8.277 -4.716 21.793
O 13.013 -2.278 20.406
O 16.389 -1.844 19.114
O 13.316 -3.912 28.639
O 0.598 -0.624 18.616
O 4.322 -2.250 23.298
C -0.017 0.637 18.767
C 1.014 0.939 23.946
C 15.088 -1.400 19.466
C 2.746 -0.499 23.474
C 9.914 -4.446 26.451
C 16.394 -2.831 18.097
C 8.730 -5.348 22.944
C 8.221 -3.634 17.241
C 8.559 -3.995 19.535
C 14.421 -2.333 20.497
C 2.599 -1.825 18.623
C 12.202 -3.952 26.423
C 13.419 -4.246 27.278
C 5.585 -2.779 23.688
C 10.039 -3.472 13.640
C 4.577 -3.053 18.511
C 8.922 -5.041 20.575
C 8.707 -5.118 12.573
C 12.491 -3.028 19.349
C 7.538 -6.054 12.881
C 1.892 -0.606 19.176
C 12.707 -4.914 29.417
C 4.117 -1.004 23.909
C 6.467 -7.284 11.207
H -0.117 0.998 19.796
H 12.890 -5.923 29.037
H 11.407 -2.924 19.383
H 10.009 -5.108 20.680
H 2.067 -2.777 18.747
H 2.089 -1.356 23.671
H 15.893 -3.743 18.436
H 8.733 -3.830 16.301
H 2.480 0.291 18.950
H 14.507 -1.232 18.555
H 6.636 -8.179 10.608
H 14.773 -3.352 20.285
H 10.672 -4.028 14.347
H 9.650 -3.438 26.798
H 0.899 1.466 22.996
H 0.602 1.381 18.247
H 11.615 -4.827 29.452
H 5.910 -3.547 22.992
H 4.898 -0.302 23.589
H 7.692 -6.340 13.927
H 13.038 -4.853 30.453
H 9.809 -4.425 25.364
H 7.973 -5.115 23.694
H 6.598 -5.502 12.858
H 5.611 -2.960 18.824
H 9.155 -5.066 26.928
H 6.357 -2.013 23.804
H 0.650 1.601 24.738
H 8.912 -6.433 22.920
H 12.660 -4.113 19.380
H 14.779 -2.104 21.498
H 7.504 -3.736 19.688
H 7.143 -3.779 17.167
H 6.209 -6.394 10.636
H 9.139 -3.095 19.768
H 2.600 -1.732 17.525
H 15.239 -0.431 19.947
H 1.829 -0.587 20.269
H 4.206 -0.966 25.001
H 5.574 -7.574 11.779
H 8.534 -6.027 20.304
H 0.343 0.078 24.037
H 4.113 -3.992 18.824
H 9.912 -2.546 14.212
H 4.486 -2.992 17.420
H 2.695 -0.373 22.390
H 12.849 -2.705 18.366
H 9.712 -4.923 23.214
H 10.480 -3.261 12.663
H 12.427 -4.103 25.356
H 13.710 -5.292 27.134
H 14.292 -3.724 26.871
H 11.888 -2.902 26.427
H 17.449 -3.030 17.914
H -0.995 0.628 18.293
H 8.657 -4.773 11.527
H 15.912 -2.471 17.182
H 8.494 -2.606 17.505
H 9.659 -5.666 12.555
H 5.420 -3.199 24.688

## Properties
Net charge: 0
Calculated total energy: -50422.18712 eV
Frontier orbital gap: 10.117 eV
Energy relative to the best compared isomer or geometry (same formula, charge and spin): 505.1 kJ/mol
F_max: 0.0329 hartree/bohr

An isolated molecule of CH2N2O5 in a non-equilibrium geometry, computed with ωB97M-V/def2-TZVPD.

Element x y z (Å)
O 1.479 0.457 0.483
O 3.579 -0.005 0.320
O -0.422 -1.938 0.923
O 1.022 -2.063 -0.726
O -0.809 0.514 0.465
N 2.587 0.031 -0.302
N 0.263 -1.530 0.028
C 0.254 0.056 -0.129
H -0.560 0.191 1.388
H 0.298 0.241 -1.147

## Properties
Net charge: 0
<S²>: 2.009
Calculated total energy: -14278.34728 eV
2S+1: 3
Frontier orbital gap (spin up / spin down): 8.752 / 8.246 eV
F_max: 0.0708 hartree/bohr

A structure of composition C27H20Cl5PPt in a non-equilibrium geometry, computed with ωB97M-V/def2-TZVPD.

Element x y z (Å)
Pt -0.367 0.022 1.148
Cl -2.594 -0.852 2.437
Cl -3.634 -4.885 -1.068
Cl -1.184 -4.016 -2.763
Cl 0.557 -1.578 -1.836
Cl -4.401 -3.328 1.539
P 1.920 0.247 1.504
C 1.850 -0.004 4.293
C -0.160 1.702 -0.037
C -1.126 -1.474 0.262
C -2.242 -1.844 1.011
C 3.826 -0.830 3.103
C 0.483 0.623 4.350
C -1.567 -3.191 -1.325
C 3.768 -0.866 5.494
C 3.678 0.607 -0.540
C 2.542 -0.261 3.090
C 2.492 -0.319 5.481
C 4.438 -1.120 4.307
C 3.106 -1.723 -0.057
C 2.362 4.202 2.305
C -3.037 -2.899 0.617
C 1.758 2.025 1.516
C 4.545 0.201 -1.539
C 0.662 2.562 0.839
C 2.604 2.835 2.266
C 3.983 -2.097 -1.066
C 0.378 3.918 0.955
C 2.374 -2.786 0.719
C -0.773 -2.119 -0.917
C -2.681 -3.581 -0.560
C 1.250 4.738 1.664
C 2.968 -0.344 0.200
C 4.694 -1.154 -1.798
H 2.460 -3.749 0.220
H 1.053 5.800 1.723
H 5.432 -1.545 4.317
H 0.042 0.497 5.337
H 1.308 -2.566 0.821
H 3.560 1.663 -0.335
H 4.114 -3.150 -1.282
H -0.210 0.168 3.641
H 5.367 -1.483 -2.580
H 3.030 4.848 2.859
H 5.103 0.935 -2.104
H -1.144 2.066 -0.321
H 3.429 2.409 2.823
H 1.981 -0.137 6.419
H -0.490 4.337 0.463
H 0.363 1.258 -0.884
H 4.348 -1.027 2.177
H 4.239 -1.099 6.440
H 0.530 1.697 4.148
H 2.777 -2.902 1.727

## Properties
Net charge: +2
Calculated total energy: -103454.88945 eV
Frontier orbital gap: 6.175 eV
Energy relative to the best compared isomer or geometry (same formula, charge and spin): 0.0 kJ/mol
F_max: 0.0551 hartree/bohr

An isolated molecule of C23H27N3O5S in a non-equilibrium geometry, computed with ωB97M-V/def2-TZVPD.

Element x y z (Å)
S 2.919 0.454 -2.035
O -2.209 0.712 1.426
O -3.547 1.534 -0.181
O 1.944 -0.483 -2.506
O 3.995 0.801 -2.916
O -1.811 4.434 0.994
N -1.305 2.881 -0.604
N 1.875 0.002 0.608
N 3.706 -0.182 -0.685
C 2.205 4.025 -0.320
C -2.824 0.545 0.405
C -2.572 -2.943 -1.990
C 3.079 -0.374 0.519
C 3.912 -1.013 1.606
C 0.824 4.032 -0.213
C 2.114 1.905 -1.391
C -0.065 -2.949 -1.725
C -1.558 -1.247 -0.664
C 2.117 -2.271 2.913
C 3.347 -2.379 2.014
C -1.420 -2.374 -1.462
C -3.481 2.806 0.440
C -2.809 -0.689 -0.416
C -3.967 -1.266 -0.945
C -2.103 3.474 0.323
C -3.819 -2.402 -1.727
C 0.741 1.902 -1.328
C 0.913 -1.626 2.231
C 1.139 -0.162 1.838
C -5.328 -0.705 -0.669
C 2.866 2.956 -0.906
C 0.083 2.965 -0.717
H 0.172 0.322 1.681
H -5.497 0.189 -1.269
H 1.643 0.361 2.661
H 0.322 -3.421 -0.822
H 1.837 -3.275 3.241
H 3.098 -2.946 1.114
H -0.107 -3.699 -2.511
H 0.060 -1.665 2.911
H 3.916 -0.350 2.476
H -2.496 -3.823 -2.612
H 2.770 4.858 0.069
H -0.678 -0.783 -0.244
H 3.940 2.926 -0.988
H 0.652 -2.190 1.334
H -4.699 -2.873 -2.142
H 0.633 -2.164 -2.016
H -4.234 3.425 -0.053
H 2.376 -1.695 3.805
H -3.712 2.731 1.507
H -5.431 -0.428 0.378
H 4.689 -0.367 -0.784
H -6.097 -1.434 -0.916
H 0.314 4.846 0.275
H 4.941 -1.128 1.260
H -1.706 2.099 -1.107
H 0.211 1.048 -1.719
H 4.123 -2.929 2.552

## Properties
Net charge: 0
Calculated total energy: -49833.22591 eV
Frontier orbital gap: 9.492 eV
Energy relative to the best compared isomer or geometry (same formula, charge and spin): 197.0 kJ/mol
F_max: 0.0198 hartree/bohr

An isolated molecule of CHCl3 in a non-equilibrium geometry, computed with ωB97M-V/def2-TZVPD.

Element x y z (Å)
Cl 1.512 1.332 3.643
Cl 3.543 1.445 1.466
Cl 4.158 2.481 4.006
C 3.424 1.302 3.172
H 1.500 2.322 2.327

## Properties
Net charge: 0
Calculated total energy: -38615.09112 eV
Frontier orbital gap: 6.096 eV
Energy relative to the best compared isomer or geometry (same formula, charge and spin): 507.9 kJ/mol
F_max: 0.0881 hartree/bohr

A structure of composition C9H7ClFN3S in a non-equilibrium geometry, computed with ωB97M-V/def2-TZVPD.

Element x y z (Å)
Cl 2.896 1.509 -3.346
S -2.264 -1.717 -1.612
F 2.758 1.274 -0.480
N -1.309 -1.230 -0.417
N 0.932 -0.011 1.099
N -1.479 -1.123 -2.876
C 0.603 0.167 -3.161
C -0.047 0.053 1.920
C 1.705 0.682 -1.053
C -0.031 -0.836 3.127
C 1.626 0.728 -2.477
C -0.314 -0.544 -0.976
C 0.771 0.068 -0.270
C -1.227 0.980 1.771
C -0.400 -0.494 -2.409
H -1.744 0.788 0.832
H -1.953 0.767 2.555
H 0.536 0.172 -4.239
H 0.801 -1.531 3.042
H 0.005 -0.290 4.069
H -0.946 -1.432 3.077
H -0.919 2.022 1.824

## Properties
Net charge: 0
Calculated total energy: -39991.24783 eV
Frontier orbital gap: 7.509 eV
F_max: 0.0341 hartree/bohr